Formula: C15H29BN3O16
Source: the Open Molecules 2025 dataset
Level of theory: wB97M-V/def2-TZVPD

The total energy is -1982.0387 hartree. The total charge is -1. For the gap between HOMO and LUMO, the calculation gives 6.306 eV.

Structure (XYZ):
```
64
Properties=species:S:1:pos:R:3:nbo_charge:R:1
N 7.914 -1.094 2.208 -0.37
C 6.784 -1.259 2.131 0.53
O 5.530 -1.193 1.632 -0.52
C 5.111 0.198 1.554 0.16
N 3.784 0.376 0.926 -0.92
B 2.791 -0.665 1.334 1.24
N 1.940 -0.553 2.567 -1.17
O 2.549 -1.848 0.535 -0.94
C 6.169 1.139 0.759 0.70
O 6.628 0.818 -0.366 -0.75
O 6.560 2.225 1.321 -0.77
H 5.111 0.607 2.608 0.16
H 3.461 1.291 1.251 0.39
H 1.254 0.198 2.435 0.39
H 2.568 -0.342 3.346 0.38
H 3.075 -2.576 0.908 0.50
C 2.280 -2.348 -5.967 -0.25
O 3.485 -2.404 -5.208 -0.51
C 3.396 -1.838 -3.991 0.98
O 2.414 -1.316 -3.530 -0.65
O 4.579 -1.959 -3.394 -0.50
C 4.641 -1.396 -2.071 -0.27
H 2.467 -2.832 -6.924 0.19
H 1.479 -2.886 -5.458 0.19
H 1.990 -1.313 -6.153 0.19
H 3.942 -1.895 -1.404 0.20
H 4.448 -0.325 -2.098 0.21
H 5.647 -1.553 -1.689 0.22
C -2.512 2.799 5.260 -0.25
O -1.878 1.796 4.470 -0.49
C -2.553 1.467 3.363 0.98
O -3.605 1.938 3.011 -0.65
O -1.858 0.526 2.719 -0.49
C -2.462 0.074 1.507 -0.26
H -1.882 2.987 6.127 0.20
H -2.610 3.728 4.696 0.19
H -3.487 2.455 5.608 0.18
H -2.558 0.895 0.795 0.19
H -3.435 -0.377 1.707 0.19
H -1.809 -0.683 1.077 0.21
C -6.161 6.921 9.300 -0.26
O -5.529 5.917 8.509 -0.49
C -6.203 5.587 7.400 0.98
O -7.253 6.056 7.045 -0.64
O -5.505 4.645 6.757 -0.50
C -6.109 4.192 5.544 -0.26
H -5.527 7.104 10.166 0.19
H -6.259 7.850 8.738 0.19
H -7.136 6.578 9.650 0.19
H -6.204 5.012 4.831 0.19
H -7.081 3.740 5.742 0.19
H -5.457 3.435 5.113 0.21
C -0.231 -3.780 -10.817 -0.26
O -0.681 -4.987 -10.202 -0.50
C -0.578 -4.993 -8.867 0.98
O -0.154 -4.096 -8.188 -0.64
O -1.029 -6.171 -8.422 -0.50
C -0.976 -6.317 -7.002 -0.26
H -0.362 -3.891 -11.892 0.19
H -0.827 -2.931 -10.479 0.19
H 0.826 -3.614 -10.610 0.19
H -1.601 -5.568 -6.514 0.19
H 0.053 -6.250 -6.646 0.20
H -1.364 -7.304 -6.759 0.19
```


Formula: C15H29BrClN2O3
Source: the Open Molecules 2025 dataset
Level of theory: wB97M-V/def2-TZVPD

The total energy is -3957.9896 hartree. The total charge is +1. For the energy above the lowest of the compared OMol25 structures with the same formula, charge and spin, the calculation gives 58.73 kcal/mol. For the gap between HOMO and LUMO, the calculation gives 3.942 eV.

Structure (XYZ):
```
51
Properties=species:S:1:pos:R:3:nbo_charge:R:1
C -1.645 -2.070 -2.087 -0.63
C -1.560 -0.596 -1.555 -0.40
C -2.911 0.191 -1.546 -0.42
C -3.758 0.077 -2.861 -0.23
N -5.186 0.400 -2.714 -0.64
C -5.944 -0.569 -1.947 0.27
Cl -6.597 0.144 -0.390 -0.08
O -5.267 -1.795 -1.699 -0.55
C -5.629 -2.796 -2.579 0.71
O -5.556 -2.610 -3.733 -0.51
Br -6.200 -4.472 -1.790 0.05
H -1.044 -2.114 -3.028 0.21
H -2.679 -2.404 -2.321 0.22
H -1.200 -2.826 -1.405 0.21
H -0.814 -0.002 -2.126 0.19
H -1.168 -0.651 -0.507 0.19
H -3.524 -0.057 -0.647 0.21
H -2.648 1.274 -1.420 0.19
H -3.638 -0.888 -3.395 0.22
H -3.344 0.842 -3.564 0.21
H -5.317 1.339 -2.341 0.39
H -6.853 -0.819 -2.541 0.19
C 2.578 2.864 1.621 -0.64
C 1.840 1.535 1.332 0.09
C 1.400 0.853 2.649 -0.40
C 2.542 0.192 3.411 -0.42
C 3.286 -0.795 2.514 -0.40
C 3.789 -0.151 1.205 0.10
N 2.695 0.612 0.501 0.32
O 1.964 -0.209 -0.030 -0.07
C 4.995 0.764 1.530 -0.64
C 4.406 -1.236 0.302 -0.62
C 0.584 2.013 0.594 -0.62
H 2.606 3.496 0.733 0.23
H 2.058 3.418 2.403 0.24
H 3.602 2.766 1.960 0.23
H 0.642 0.092 2.429 0.23
H 0.910 1.586 3.291 0.26
H 3.222 0.953 3.802 0.22
H 2.143 -0.338 4.279 0.26
H 4.131 -1.215 3.062 0.26
H 2.620 -1.634 2.286 0.23
H 5.236 1.419 0.691 0.23
H 5.883 0.170 1.744 0.25
H 4.852 1.370 2.422 0.22
H 3.710 -2.045 0.074 0.24
H 5.262 -1.697 0.794 0.25
H 4.757 -0.808 -0.639 0.24
H 0.830 2.471 -0.367 0.24
H 0.058 2.759 1.189 0.25
H -0.118 1.196 0.416 0.24
```


Formula: C15H29BrF3IN3O6PS2
Source: the Open Molecules 2025 dataset
Level of theory: wB97M-V/def2-TZVPD

The total energy is -5513.2151 hartree. For the gap between HOMO and LUMO, the calculation gives 5.222 eV.

Structure (XYZ):
```
61
Properties=species:S:1:pos:R:3:nbo_charge:R:1
C 4.465 -1.785 2.639 -0.66
C 4.606 -1.028 1.170 -0.44
C 3.268 -1.367 0.223 -0.20
C 3.732 -1.643 -1.360 -0.65
C 2.103 -0.172 0.337 -0.14
C 2.761 0.981 -0.621 -0.49
C 2.345 2.545 -0.203 0.03
F 2.441 3.318 -1.497 -0.38
C 1.914 0.367 1.870 0.59
C 2.831 1.295 2.871 -0.73
N 0.743 -0.013 2.538 -0.27
N 0.463 0.378 3.831 -0.63
C -0.013 -0.937 1.566 0.06
O 0.674 -2.232 1.908 -0.75
P -1.810 -1.437 1.963 1.05
C -2.023 -3.359 2.083 -0.97
O -2.298 -0.902 3.586 -0.95
C 0.516 -0.643 0.057 -0.12
I 0.239 -2.663 -0.866 0.25
C -0.280 0.253 -1.030 -0.29
Br 0.178 -0.553 -2.854 0.01
C -1.912 0.226 -1.003 -0.46
C -2.651 0.903 -2.304 -0.65
H 4.875 -1.100 3.515 0.22
H 3.374 -2.190 2.852 0.21
H 5.162 -2.751 2.651 0.24
H 4.810 0.126 1.264 0.21
H 5.556 -1.500 0.648 0.24
H 2.902 -2.410 0.606 0.25
H 2.871 -1.459 -2.129 0.25
H 4.679 -0.985 -1.560 0.22
H 4.013 -2.800 -1.423 0.24
H 2.483 0.892 -1.766 0.30
H 3.955 1.010 -0.602 0.25
H 3.166 3.017 0.522 0.19
H 1.265 2.622 0.248 0.18
H 2.171 2.262 3.103 0.27
H 3.066 0.787 3.904 0.29
H 3.812 1.732 2.348 0.26
H 0.244 -0.426 4.459 0.39
H -0.395 0.995 3.841 0.41
H 0.711 -2.222 2.922 0.46
H -1.223 -3.964 1.484 0.28
H -2.083 -3.754 3.188 0.22
H -3.065 -3.579 1.545 0.28
H -2.078 -1.717 4.162 0.47
H 0.030 1.375 -1.127 0.26
H -2.307 0.800 -0.034 0.23
H -2.344 -0.881 -0.885 0.24
H -2.918 0.130 -3.148 0.24
H -2.063 1.830 -2.728 0.22
H -3.686 1.341 -1.904 0.29
N -6.760 3.260 -4.786 -1.17
S -6.803 2.627 -3.349 2.47
O -5.547 2.133 -2.794 -0.96
O -8.003 1.893 -2.967 -0.92
F -6.994 3.959 -2.479 -0.51
S -6.500 2.169 -5.889 2.46
O -6.126 2.724 -7.190 -0.93
O -7.411 1.033 -5.964 -0.92
F -5.130 1.486 -5.442 -0.51
```


Formula: C15H29BrF3N4O2S2Sn
Source: the Open Molecules 2025 dataset
Level of theory: wB97M-V/def2-TZVPD

The total energy is -4841.7193 hartree. The total charge is +3. For the energy above the lowest of the compared OMol25 structures with the same formula, charge and spin, the calculation gives 10.48 kcal/mol. For the gap between HOMO and LUMO, the calculation gives 5.532 eV.

Structure (XYZ):
```
57
Properties=species:S:1:pos:R:3:nbo_charge:R:1
Sn 0.084 -0.250 -0.715 1.34
N -0.714 -1.183 -3.013 -0.69
N -0.003 -0.709 -4.136 -0.43
C 0.788 0.360 -4.050 0.34
N 1.505 0.610 -5.117 -0.72
S 0.992 1.317 -2.634 -0.20
H -0.433 -2.142 -2.774 0.42
H -1.742 -1.169 -3.239 0.41
H 0.004 -1.310 -4.928 0.41
H 1.411 0.131 -6.005 0.43
H 2.063 1.432 -5.098 0.44
F -7.089 -1.262 4.788 -0.14
C -7.520 -2.397 5.112 1.39
F -7.859 -2.634 6.285 -0.12
F -7.487 -3.304 4.271 -0.13
Br -5.686 -2.833 -0.167 0.10
C -3.995 -3.581 -0.494 -0.13
C -3.784 -4.976 -0.429 -0.16
C -2.459 -5.368 -0.581 -0.22
C -1.485 -4.473 -0.997 0.03
N -1.737 -3.195 -1.192 -0.49
C -2.976 -2.752 -0.948 -0.02
H -4.535 -5.617 -0.062 0.25
H -2.186 -6.397 -0.413 0.25
H -0.456 -4.883 -1.149 0.20
H -3.167 -1.679 -0.985 0.20
C 3.523 -3.284 -0.489 -0.65
C 2.139 -2.777 -0.145 -0.06
O 1.998 -1.387 -0.549 -0.83
H 3.627 -4.381 -0.238 0.26
H 4.229 -2.712 0.034 0.23
H 3.680 -3.228 -1.557 0.22
H 1.972 -2.795 0.970 0.20
H 1.347 -3.321 -0.625 0.18
H 2.827 -0.900 -0.837 0.54
C 4.476 2.531 3.107 -0.61
C 3.430 2.655 2.008 -0.42
C 2.010 2.571 2.560 -0.58
S 0.670 2.600 1.357 1.18
O 1.241 1.737 0.153 -1.06
C 0.627 4.382 0.851 -0.55
C -0.796 4.753 0.428 -0.41
C -0.820 6.205 -0.077 -0.60
H 5.481 2.419 2.741 0.24
H 4.281 1.598 3.782 0.21
H 4.489 3.351 3.782 0.22
H 3.557 1.893 1.227 0.22
H 3.510 3.540 1.378 0.22
H 1.732 3.370 3.304 0.25
H 1.790 1.606 3.111 0.24
H 1.417 4.597 0.147 0.25
H 0.937 4.867 1.775 0.24
H -1.413 4.630 1.306 0.21
H -1.193 4.034 -0.300 0.20
H -0.360 6.790 0.742 0.21
H -1.777 6.617 -0.323 0.24
H -0.162 6.299 -0.951 0.21
```


Formula: C15H29Cl4NO5
Source: the Open Molecules 2025 dataset
Level of theory: wB97M-V/def2-TZVPD

The total energy is -2860.6536 hartree. For the gap between HOMO and LUMO, the calculation gives 9.758 eV. Its SMILES is CCN(CCC(=O)OCOC[C@H](C)O)C(C)=O.ClCCCl.ClCCCl.

Structure (XYZ):
```
54
Properties=species:S:1:pos:R:3:nbo_charge:R:1
C -1.202 -3.304 0.468 -0.64
C -2.343 -2.516 -0.202 -0.22
N -1.973 -1.274 -0.900 -0.49
C -1.293 -0.329 0.002 -0.21
C -0.882 0.994 -0.657 -0.54
C -0.356 1.951 0.396 0.81
O -1.031 2.410 1.259 -0.53
O 0.943 2.368 0.243 -0.56
C 1.968 1.370 0.390 0.22
O 3.138 1.813 -0.179 -0.52
C 3.146 1.789 -1.605 -0.08
C 2.667 3.101 -2.241 0.05
C 1.609 2.905 -3.336 -0.64
O 3.847 3.738 -2.747 -0.72
C -1.374 -1.530 -2.157 0.70
C -1.545 -0.477 -3.233 -0.72
O -0.860 -2.583 -2.412 -0.57
H -1.255 -3.241 1.558 0.21
H -0.223 -2.936 0.164 0.22
H -1.244 -4.357 0.181 0.22
H -3.078 -2.232 0.557 0.21
H -2.858 -3.153 -0.922 0.21
H -0.404 -0.794 0.457 0.18
H -1.978 -0.075 0.817 0.23
H -1.765 1.467 -1.095 0.25
H -0.131 0.856 -1.436 0.22
H 1.629 0.438 -0.096 0.14
H 2.149 1.189 1.451 0.19
H 2.548 0.934 -1.951 0.17
H 4.183 1.626 -1.908 0.22
H 2.251 3.708 -1.431 0.19
H 1.513 1.858 -3.638 0.20
H 1.886 3.477 -4.226 0.22
H 0.626 3.251 -3.008 0.22
H 3.628 4.647 -2.987 0.47
H -2.123 0.381 -2.900 0.22
H -2.058 -0.962 -4.067 0.25
H -0.568 -0.148 -3.599 0.23
Cl 3.482 -2.654 0.664 -0.06
C 4.352 -1.297 1.424 -0.39
C 4.098 -1.208 2.908 -0.38
Cl 2.401 -0.792 3.282 -0.06
H 4.041 -0.385 0.920 0.23
H 5.415 -1.452 1.247 0.23
H 4.721 -0.417 3.323 0.23
H 4.318 -2.144 3.415 0.23
Cl -4.632 -0.084 1.531 -0.06
C -5.537 -0.723 2.927 -0.39
C -4.688 -0.727 4.173 -0.39
Cl -3.343 -1.893 4.049 -0.06
H -5.865 -1.728 2.671 0.22
H -6.408 -0.086 3.070 0.22
H -5.293 -1.022 5.029 0.22
H -4.254 0.252 4.356 0.23
```


Formula: C15H29Cl5NO2P2S4ScSi
Source: the Open Molecules 2025 dataset
Level of theory: wB97M-V/def2-TZVPD

The total energy is -6421.1986 hartree. For the energy above the lowest of the compared OMol25 structures with the same formula, charge and spin, the calculation gives 0.00 kcal/mol. For the gap between HOMO and LUMO, the calculation gives 7.955 eV.

Structure (XYZ):
```
60
Properties=species:S:1:pos:R:3:nbo_charge:R:1
Sc 0.155 0.203 -0.274 1.37
C -2.811 -2.159 -1.303 -0.54
C -3.543 -0.853 -1.605 -0.55
S -2.475 0.613 -1.638 0.31
C -3.383 1.722 -0.543 -0.54
C -3.577 1.247 0.887 -0.54
S -2.015 0.813 1.694 0.29
C -2.402 -0.782 2.437 -0.54
C -2.842 -1.871 1.466 -0.55
S -1.678 -2.140 0.104 0.26
H -2.190 -2.453 -2.146 0.27
H -3.527 -2.966 -1.142 0.23
H -4.336 -0.669 -0.882 0.21
H -4.015 -0.948 -2.584 0.25
H -4.354 1.932 -0.995 0.23
H -2.804 2.645 -0.569 0.26
H -4.240 0.384 0.930 0.21
H -4.042 2.043 1.470 0.24
H -3.153 -0.646 3.217 0.23
H -1.472 -1.074 2.931 0.23
H -3.813 -1.635 1.033 0.22
H -2.952 -2.813 2.006 0.24
C 3.200 -2.489 -0.668 -0.95
P 1.876 -1.992 0.483 0.85
C 1.316 -3.617 1.113 -0.95
C 2.916 -1.412 1.883 -0.72
C 2.089 -0.766 2.989 -0.72
P 1.263 0.738 2.351 0.86
C 2.672 1.898 2.294 -0.94
C 0.402 1.351 3.841 -0.94
H 3.925 -3.101 -0.126 0.22
H 3.699 -1.610 -1.072 0.27
H 2.791 -3.063 -1.496 0.26
H 2.172 -4.218 1.425 0.23
H 0.773 -4.137 0.324 0.26
H 0.638 -3.490 1.958 0.23
H 3.632 -0.697 1.469 0.25
H 3.494 -2.261 2.257 0.23
H 2.716 -0.503 3.846 0.23
H 1.318 -1.454 3.352 0.22
H 3.178 1.896 3.261 0.22
H 2.287 2.893 2.084 0.26
H 3.380 1.631 1.514 0.26
H 1.123 1.480 4.651 0.23
H -0.378 0.663 4.166 0.22
H -0.057 2.309 3.603 0.27
S 4.821 1.342 -0.999 -0.14
C 3.264 1.002 -0.836 0.19
N 2.133 0.722 -0.664 -0.85
Cl 1.079 5.752 0.036 0.02
C 0.203 4.470 -0.783 -0.30
Cl -1.389 5.042 -1.366 -0.02
C -0.042 3.248 0.113 0.78
O -0.084 3.356 1.317 -0.61
O -0.277 2.173 -0.583 -0.89
H 0.769 4.184 -1.663 0.25
Cl 0.288 -3.369 -2.522 -0.46
Si 0.368 -1.232 -2.720 0.70
Cl -1.063 -0.973 -4.257 -0.43
Cl 2.162 -0.959 -3.753 -0.39
```


Question: Which of these has the lowest gap between HOMO and LUMO?
Answer: C15H29BrClN2O3


Question: Number 6 is which compound?
Answer: C15H29Cl5NO2P2S4ScSi


Question: gap between HOMO and LUMO of number 1 (C15H29BN3O16)?
Answer: 6.306 eV


Question: Look up the gap between HOMO and LUMO of the sixth one.
Answer: 7.955 eV